Record 1
The following is a quantum chemistry calculation of a cluster of 2 separate species, C2H5N3S2 in total in a non-equilibrium geometry, from the Open Molecules 2025 dataset.

* gap between HOMO and LUMO (alpha / beta): 7.0 / 5.2 eV
* relative energy (zero: lowest compared OMol25 entry of this formula, charge and spin): 39.59 kcal/mol
* E_LUMO (alpha / beta): 0.5 / -3.2 eV

```
! RIJCOSX wB97M-V def2-TZVPD def2/J DEFGRID3
* xyz 0 3
S 2.25672 -1.45821 -0.70070
S 2.55760 0.62070 -0.60159
N 0.53026 -0.50635 1.22769
N 0.13408 0.48888 0.42506
N -2.26672 0.34548 -0.14937
C 0.87529 1.10169 -0.44147
C 1.39447 -1.44556 0.86927
H -2.83780 -0.53056 -0.20660
H 0.52628 2.03253 -0.99627
H -3.01893 1.11557 -0.12666
H -1.67045 0.35639 -0.96370
H 1.51921 -2.12056 1.66434
*
```



Record 2
The following is a quantum chemistry calculation of a cluster of 2 separate species, C2H5N3Si in total in a non-equilibrium geometry, from the Open Molecules 2025 dataset.

* gap between HOMO and LUMO (alpha / beta): 9.2 / 7.0 eV
* relative energy (zero: lowest compared OMol25 entry of this formula, charge and spin): 109.96 kcal/mol
* E_LUMO (alpha / beta): -1.0 / -0.8 eV

```
! RIJCOSX wB97M-V def2-TZVPD def2/J DEFGRID3
* xyz 0 1
Si 1.86371 0.51967 0.19076
N -0.56357 1.22092 0.03736
N -1.89923 -0.51245 0.10637
N 0.16307 0.11429 0.10700
C -1.79133 0.82105 0.02602
C -0.62902 -0.96200 0.14105
H -0.16517 -1.88313 0.06124
H 1.87556 1.89596 -0.38014
H 2.35393 -0.27490 1.42048
H 1.41829 -2.40921 -1.80799
H -2.62623 1.46979 0.09785
*
```



Record 3
The following is a quantum chemistry calculation of the ion C2H5N4 with charge +1 in a non-equilibrium geometry, from the Open Molecules 2025 dataset.

* gap between HOMO and LUMO: 9.9 eV
* relative energy (zero: lowest compared OMol25 entry of this formula, charge and spin): 58.83 kcal/mol
* E_LUMO: -4.9 eV
* SMILES: N#C/C(N)=N/[NH3+]

```
! RIJCOSX wB97M-V def2-TZVPD def2/J DEFGRID3
* xyz 1 1
N 3.22992 0.26810 0.01761
N 0.29719 -1.49191 0.33415
N -1.34179 1.05992 -0.17297
N 0.02791 0.96977 -0.22093
C 2.13357 -0.06142 -0.19057
C 0.75861 -0.32350 -0.06117
H -1.53150 1.84212 0.57481
H 0.85205 -2.29659 0.20487
H -2.00207 0.33150 0.05896
H -0.74152 -1.71786 0.50125
H -1.68238 1.41988 -1.04602
*
```



Record 4
The following is a quantum chemistry calculation of the ion C2H5N4 with charge +1 in a non-equilibrium geometry, from the Open Molecules 2025 dataset.

* gap between HOMO and LUMO (alpha / beta): 6.8 / 8.3 eV
* relative energy (zero: lowest compared OMol25 entry of this formula, charge and spin): 151.89 kcal/mol
* E_LUMO (alpha / beta): -6.8 / -6.2 eV

```
! RIJCOSX wB97M-V def2-TZVPD def2/J DEFGRID3
* xyz 1 1
N -1.55930 -0.09744 -0.18156
N -1.63013 1.01446 0.16537
N -0.88564 -1.06166 -0.33696
N 1.16782 0.00354 -0.22953
C 0.75988 1.16705 0.08901
C 0.46871 -1.14276 0.24700
H -2.33072 1.58915 0.41712
H 1.02228 -2.02930 0.13245
H 1.67532 -0.35354 -1.07070
H 0.22942 -1.04217 1.29103
H 1.08235 1.95266 -0.52323
*
```



Record 5
The following is a quantum chemistry calculation of a structure of composition C2H5N5O in a non-equilibrium geometry, from the Open Molecules 2025 dataset.

* gap between HOMO and LUMO: 9.4 eV
* relative energy (zero: lowest compared OMol25 entry of this formula, charge and spin): 102.60 kcal/mol
* E_LUMO: 0.7 eV

```
! RIJCOSX wB97M-V def2-TZVPD def2/J DEFGRID3
* xyz 0 1
O 2.08890 -0.37295 -0.35565
N 1.09589 0.62849 -0.75054
N 1.28374 1.61004 0.28583
N -2.43914 -0.18837 -0.26537
N 0.05092 -1.52820 -0.00549
N -1.22257 0.53827 -0.24337
C 1.34868 -1.50033 -0.02146
C -0.13763 -0.13091 -0.28832
H 0.93225 2.56465 -0.26138
H 0.57812 1.38021 1.18120
H 1.88019 -2.35539 0.37566
H -2.33453 -1.06620 0.25960
H -3.12481 0.42069 0.08927
*
```



Record 6
The following is a quantum chemistry calculation of a structure of composition C2H5N5O in a non-equilibrium geometry, from the Open Molecules 2025 dataset.

* gap between HOMO and LUMO: 8.5 eV
* relative energy (zero: lowest compared OMol25 entry of this formula, charge and spin): 190.23 kcal/mol
* E_LUMO: -0.2 eV

```
! RIJCOSX wB97M-V def2-TZVPD def2/J DEFGRID3
* xyz 0 1
O 1.94452 -0.56298 -1.05995
N -0.91441 -0.32894 0.67078
N 1.09579 -1.07946 -0.05487
N -2.06681 0.38337 0.70937
N 1.89547 -0.29760 1.00681
N 1.19900 0.06352 -2.13303
C -0.20301 -0.33317 -0.40506
C 0.02154 0.25856 -1.72289
H -2.70724 0.02124 1.39649
H -0.95669 0.79825 -2.14938
H 1.44782 -0.98273 2.09760
H -1.98485 1.32707 0.58645
H 1.22886 0.73287 1.05767
*
```



What is the formula in the second record?
C2H5N3Si